ORCA calculation (the ωB97M-V functional and the def2-TZVPD basis) on an isolated ion of composition C4H7O2S and charge -1.

As for the net charge: -1. For the LUMO energy, the calculation gives 3.40 eV. Its SMILES is CCSCC(=O)[O-]. For the maximum force, the calculation gives 0.11464 hartree/bohr. The gap between HOMO and LUMO comes out at 7.27 eV. The relative energy (zero: lowest compared OMol25 entry of this formula, charge and spin) comes out at 141.9 kJ/mol.

Geometry (Å):
1 C -1.078 -0.194 -1.970
2 C -0.081 -0.889 -0.881
3 S 1.301 0.293 -0.534
4 C 1.213 0.962 1.193
5 C 0.157 0.239 2.152
6 O -0.959 0.761 2.485
7 O 0.480 -1.050 2.593
8 H -0.994 0.939 -1.778
9 H -2.147 -0.516 -1.735
10 H -0.727 -0.488 -3.020
11 H -0.732 -1.157 0.016
12 H 0.363 -1.877 -1.273
13 H 2.281 0.902 1.628
14 H 0.923 2.077 1.124

Results of the natural (NBO) charge analysis, in e, for atoms 1 through 8: atom 1 (C): -0.64, atom 2 (C): -0.54, atom 3 (S): 0.12, atom 4 (C): -0.62, atom 5 (C): 0.73, atom 6 (O): -0.73, atom 7 (O): -0.84, atom 8 (H): 0.22